No. 1
ORCA calculation (ωB97M-V/def2-TZVPD) on a molecular structure, C18H34N12Rh.

Element x y z (Å)
1 Rh 0.26630 0.35532 -0.51889
2 N -3.90551 0.74030 -1.75212
3 C -4.11617 -0.57592 -1.42170
4 C -2.93268 -1.03030 -0.92511
5 N -2.01094 -0.00936 -0.94523
6 C -2.62792 1.04287 -1.45302
7 C -1.88439 2.27790 -1.61735
8 N -0.61407 2.30878 -1.24400
9 C -0.15039 3.57358 -1.53019
10 C -1.16084 4.30140 -2.07899
11 N -2.25046 3.46550 -2.12779
12 H -4.60021 1.34826 -2.15907
13 H -5.06402 -1.06162 -1.57688
14 H -2.68910 -2.02330 -0.58590
15 H 0.86551 3.86444 -1.32429
16 H -1.20179 5.31572 -2.43607
17 H -3.15308 3.72208 -2.49796
18 C 0.72300 2.62476 2.30110
19 N -0.46361 1.93468 2.77299
20 C -1.23145 2.47137 3.90972
21 C -2.29225 1.38938 4.15172
22 N -1.90938 0.32179 3.20599
23 C -2.81907 -0.80053 2.97605
24 C -0.86730 0.70489 2.47928
25 N -0.21326 -0.05967 1.53340
26 C -0.10971 -1.48915 1.79373
27 C 1.09165 -2.05255 1.05644
28 N 1.05912 -1.55763 -0.32110
29 C 1.74881 -2.24419 -1.26172
30 N 1.39657 -2.21954 -2.55424
31 C 0.18238 -1.66123 -3.11091
32 C 2.35894 -2.96356 -3.37798
33 C 3.16119 -3.73014 -2.32683
34 N 2.83271 -3.00866 -1.08405
35 C 3.69531 -3.13183 0.08485
36 H 0.53930 3.69454 2.38098
37 H 0.89952 2.39079 1.25608
38 H 1.59320 2.37324 2.91073
39 H -1.65403 3.43784 3.63910
40 H -0.56930 2.60731 4.76462
41 H -3.30227 1.72883 3.92545
42 H -2.27344 1.00200 5.16878
43 H -3.80475 -0.50099 3.32466
44 H -2.51322 -1.68386 3.53416
45 H -2.89365 -1.02180 1.91391
46 H -1.01900 -1.95887 1.39723
47 H -0.06290 -1.70513 2.86262
48 H 1.04941 -3.14267 1.09586
49 H 1.99314 -1.73610 1.58513
50 H -0.62381 -1.71932 -2.38401
51 H -0.09976 -2.24243 -3.98676
52 H 0.31478 -0.62155 -3.42845
53 H 2.97596 -2.27397 -3.95718
54 H 1.83345 -3.62145 -4.06638
55 H 4.23253 -3.69212 -2.50780
56 H 2.85601 -4.77402 -2.24247
57 H 4.68196 -3.42918 -0.26202
58 H 3.34095 -3.88769 0.78512
59 H 3.80189 -2.17576 0.59173
60 N 2.85271 2.50903 -0.41488
61 N 2.45010 1.23067 -0.93839
62 H 3.74275 2.78930 -0.81979
63 H 3.00751 2.40450 0.58054
64 H 3.16896 0.52168 -0.79733
65 H 2.36813 1.35332 -1.94511

* HOMO level (alpha / beta): -16.740 / -16.719 eV
* total charge: +3
* energy above the lowest of the compared OMol25 structures with the same formula, charge and spin: 0.00 kJ/mol
* HOMO-LUMO gap (alpha / beta): 9.17 / 5.47 eV
* multiplicity: 5

No. 2
ORCA calculation (ωB97M-V/def2-TZVPD) on a gas-phase ion, C10H21IN2 (charge +2) at a distorted geometry.

Element x y z (Å)
1 C 1.38526 2.65734 -1.52312
2 C 0.62964 1.32717 -1.48655
3 C -0.16234 1.10307 -0.45211
4 C -1.10828 -0.26616 -0.20561
5 I -3.26550 -0.20990 -0.29950
6 C -0.55255 -1.47441 -0.01646
7 C -1.30869 -2.75982 0.30440
8 N 0.90885 -1.64953 -0.32344
9 C 1.61524 -1.86037 0.97484
10 C 1.10156 -2.66736 -1.31536
11 N -0.45638 1.99683 0.65093
12 C -1.73847 2.69860 0.26363
13 C -0.51666 1.28627 1.99703
14 H 0.58077 3.39970 -1.27650
15 H 1.95476 2.96430 -2.36873
16 H 2.14747 2.55471 -0.59849
17 H 0.85997 0.48345 -2.26550
18 H -1.68107 -3.25141 -0.60786
19 H -2.26919 -2.65260 0.73657
20 H -0.82495 -3.52548 0.92287
21 H 1.23259 -0.72104 -0.76996
22 H 2.63123 -2.00348 0.74399
23 H 1.48751 -1.00536 1.53553
24 H 1.25869 -2.73255 1.56434
25 H 0.77892 -3.51612 -0.73603
26 H 0.42070 -2.53728 -2.22292
27 H 2.07766 -2.53640 -1.61537
28 H 0.45119 2.62159 0.81922
29 H -2.00558 2.42267 -0.77811
30 H -2.48459 2.66550 1.07090
31 H -1.56040 3.75165 0.24465
32 H -1.40055 0.64712 2.10882
33 H 0.41427 0.74099 2.14511
34 H -0.60105 2.04830 2.77878

* HOMO level: -16.185 eV
* structure (SMILES): C/C=C(/C(I)=C(/C)[NH+](C)C)[NH+](C)C
* total charge: +2
* HOMO-LUMO gap: 9.45 eV

No. 3
ORCA calculation (ωB97M-V/def2-TZVPD) on 2 unconnected molecules or ions with the total composition C2H3ClO2S at a distorted geometry.

Element x y z (Å)
1 C 0.41074 0.15027 -0.84518
2 C 0.15047 1.47190 -0.21492
3 O 0.65841 -0.33962 -1.87939
4 O -0.70037 -3.05027 0.13494
5 S 0.24143 -2.26493 0.92483
6 Cl -0.93987 -1.22426 2.34327
7 H -0.63437 1.84806 -0.77859
8 H -0.27562 1.34161 0.83534
9 H 1.08918 2.06725 -0.52031

* HOMO level (alpha / beta): -7.607 / -8.727 eV
* energy above the lowest of the compared OMol25 structures with the same formula, charge and spin: 230.00 kJ/mol
* HOMO-LUMO gap (alpha / beta): 6.50 / 8.72 eV

No. 4
ORCA calculation (ωB97M-V/def2-TZVPD) on 3 unconnected molecules or ions with the total composition C32H61BrIN5O7P at a distorted geometry.

Element x y z (Å)
1 C -6.00946 2.12760 4.31872
2 C -4.78235 1.90463 3.30880
3 O -4.80868 2.84166 2.22480
4 C -3.87988 2.46235 1.18655
5 C -4.71711 1.79598 0.01584
6 C -4.08085 1.93793 -1.43097
7 C -2.49267 1.84360 -1.46454
8 C -1.88603 0.61519 -0.65307
9 C -0.77658 -0.24995 -1.35735
10 C 0.65821 0.48354 -1.46671
11 C 0.61987 1.87580 -2.22038
12 C 2.05387 2.09574 -2.90328
13 C 2.02210 3.09502 -4.13675
14 C 3.29181 2.78711 -5.08070
15 C 4.36038 3.96304 -5.07480
16 C 4.63374 4.55458 -3.63408
17 O 4.79426 3.55506 -2.61443
18 C 5.79149 2.58278 -2.95707
19 N -0.93790 -0.79190 -2.73409
20 P -2.44973 -0.71461 -3.60829
21 O -2.32223 -1.81462 -4.92652
22 Br -4.19645 -1.60270 -2.40066
23 C -0.64552 -2.25036 -2.59267
24 N 0.02069 -2.84034 -3.55339
25 I 0.53592 -4.80926 -3.34715
26 N -1.15506 -2.56979 -1.32713
27 C -1.69084 -3.85216 -0.90897
28 C -2.96417 -3.87201 0.01756
29 N -2.95333 -4.64660 1.06306
30 C -0.52511 -1.56910 -0.42176
31 C 0.96490 -2.11553 -0.27653
32 C -0.98625 -1.46280 1.10590
33 C -0.56061 -2.66138 2.04623
34 C -1.48348 -2.67303 3.35258
35 N -0.72631 -3.36647 4.44757
36 H -6.72977 2.91155 3.94667
37 H -5.64452 2.46096 5.33864
38 H -6.59952 1.18426 4.48377
39 H -4.87952 0.82612 2.95721
40 H -3.84543 2.00778 3.94217
41 H -3.22995 1.64215 1.63811
42 H -3.20922 3.30378 0.86287
43 H -4.89346 0.69312 0.23692
44 H -5.73849 2.28534 0.02276
45 H -4.59035 1.24320 -2.15465
46 H -4.33280 2.98910 -1.78948
47 H -2.14367 1.88428 -2.54488
48 H -2.11690 2.81470 -1.00892
49 H -1.40540 1.08272 0.26265
50 H -2.77214 -0.03585 -0.37003
51 H 1.26264 -0.19597 -2.14841
52 H 1.14479 0.61156 -0.45838
53 H 0.29400 2.74682 -1.59118
54 H -0.10342 1.75495 -3.09325
55 H 2.74610 2.41251 -2.07342
56 H 2.47813 1.11826 -3.30412
57 H 1.11672 2.87600 -4.78665
58 H 2.01824 4.18134 -3.85171
59 H 2.92793 2.68687 -6.15202
60 H 3.82254 1.83284 -4.81580
61 H 4.07395 4.76269 -5.81943
62 H 5.34278 3.53410 -5.45911
63 H 5.59275 5.16594 -3.65569
64 H 3.75895 5.21036 -3.36684
65 H 6.59738 2.96385 -3.64283
66 H 6.28295 2.27679 -1.97948
67 H 5.31554 1.63130 -3.35714
68 H -3.21845 -2.07812 -5.20281
69 H 0.31191 -2.35185 -4.40908
70 H -0.86438 -4.47855 -0.43378
71 H -1.97629 -4.44371 -1.84102
72 H -3.92138 -3.31815 -0.14893
73 H -2.05393 -5.14132 1.12726
74 H 1.63640 -1.96142 -1.16714
75 H 0.96328 -3.23956 -0.11038
76 H 1.47032 -1.57284 0.58306
77 H -0.58541 -0.49816 1.55170
78 H -2.11810 -1.37331 1.20262
79 H 0.48197 -2.42842 2.43357
80 H -0.49443 -3.66908 1.56052
81 H -1.70468 -1.60664 3.69593
82 H -2.48080 -3.16164 3.17443
83 H -1.31117 -3.37331 5.29486
84 H 0.04659 -2.72909 4.69180
85 O 2.22235 -3.99448 5.18815
86 C 2.30988 -5.19087 5.17600
87 O 3.47658 -5.86074 4.98780
88 C 3.21426 -7.26916 4.92022
89 C 1.88889 -7.46114 5.62439
90 C 1.16718 -6.16244 5.31647
91 H 3.17318 -7.56572 3.86802
92 H 4.02123 -7.81537 5.40890
93 H 1.35195 -8.35168 5.29612
94 H 2.05065 -7.54430 6.70271
95 H 0.62414 -6.21075 4.37057
96 H 0.50130 -5.86893 6.12558
97 O 0.85935 2.67519 1.59810
98 C 1.50718 3.57255 1.12772
99 O 2.79081 3.43700 0.70962
100 C 3.30123 4.71705 0.30415
101 C 2.07872 5.54820 -0.01555
102 C 1.04986 4.99903 0.95525
103 H 3.88570 5.13771 1.12724
104 H 3.94970 4.59452 -0.56378
105 H 2.24994 6.62048 0.08312
106 H 1.75442 5.35204 -1.04232
107 H 1.08927 5.50474 1.92237
108 H 0.04329 5.03979 0.54190

* HOMO level: -11.175 eV
* total charge: +1
* energy above the lowest of the compared OMol25 structures with the same formula, charge and spin: 427.04 kJ/mol
* HOMO-LUMO gap: 6.77 eV

No. 5
ORCA calculation (ωB97M-V/def2-TZVPD) on 2 unconnected molecules or ions with the total composition C2H3IO at a distorted geometry.

Element x y z (Å)
1 C 0.69541 0.79613 -1.18171
2 C 0.01435 -0.21755 -1.61730
3 O -0.51616 -1.13394 -2.08920
4 H 0.14348 1.60497 -0.60603
5 H 1.66590 0.66776 -1.37505
6 I -1.29608 -3.56121 1.61237
7 H -1.06679 -2.14319 0.96314

* HOMO level: -9.570 eV
* structure (SMILES): C=C=O.I
* energy above the lowest of the compared OMol25 structures with the same formula, charge and spin: 115.03 kJ/mol
* HOMO-LUMO gap: 10.12 eV

No. 6
ORCA calculation (ωB97M-V/def2-TZVPD) on a molecular structure, C37H49CdN6O2P2S.

Element x y z (Å)
1 Cd 0.48979 0.00613 0.14288
2 C -0.52413 1.62904 4.68891
3 C 0.53502 1.57270 3.62149
4 C 0.96562 2.73229 2.98360
5 C 1.95704 2.70449 2.00766
6 C 2.47786 3.97494 1.39603
7 C 2.52039 1.47778 1.66295
8 C 2.15769 0.29826 2.32535
9 C 2.98348 -0.94516 2.13165
10 C 1.13508 0.36336 3.27898
11 H -0.35479 2.47133 5.35970
12 H -0.53409 0.71722 5.28478
13 H -1.52031 1.75514 4.25721
14 H 0.52984 3.68530 3.26781
15 H 3.22063 4.42865 2.05545
16 H 1.68576 4.70943 1.24989
17 H 2.95652 3.77986 0.43746
18 H 3.31238 1.44082 0.92317
19 H 3.93201 -0.82660 2.65998
20 H 3.21057 -1.10514 1.08057
21 H 2.49326 -1.83454 2.52485
22 H 0.86801 -0.52997 3.83173
23 N 7.90089 -3.45482 -2.40175
24 C 6.58582 -3.08868 -2.24210
25 C 5.97186 -3.16645 -0.98512
26 C 4.66297 -2.76341 -0.82182
27 C 3.94902 -2.26216 -1.90322
28 C 4.53882 -2.19574 -3.16043
29 C 5.84436 -2.60328 -3.32807
30 S 2.27180 -1.80836 -1.71218
31 O 1.60599 -1.98619 -2.97431
32 O 1.75641 -2.51776 -0.55074
33 N 2.16745 -0.25835 -1.20650
34 C 2.46372 0.80472 -2.02227
35 N 1.89685 1.96898 -1.65312
36 C 2.18325 3.02925 -2.40188
37 C 3.00165 2.96482 -3.51327
38 C 3.51769 1.71248 -3.81018
39 N 3.26336 0.63689 -3.07928
40 H 8.31602 -4.03400 -1.69301
41 H 8.22424 -3.63912 -3.33545
42 H 6.52557 -3.56109 -0.14196
43 H 4.17994 -2.87136 0.13964
44 H 3.96434 -1.82569 -3.99700
45 H 6.30309 -2.55305 -4.30805
46 H 1.73386 3.96914 -2.09343
47 H 3.22341 3.83277 -4.11527
48 H 4.16518 1.56568 -4.66822
49 C -1.19372 -3.18877 -0.73986
50 P -1.35719 -1.81301 0.43259
51 C -2.90950 -1.03038 -0.18957
52 N -3.96944 -1.80349 -0.20618
53 C -5.10995 -1.32906 -0.75401
54 C -6.27437 -2.13426 -0.76761
55 C -7.41031 -1.65654 -1.34812
56 C -7.43882 -0.36872 -1.94354
57 C -6.33153 0.42444 -1.94695
58 C -5.14017 -0.04381 -1.34196
59 N -4.03702 0.73602 -1.33481
60 C -2.95126 0.28144 -0.75449
61 P -1.49902 1.41220 -0.79476
62 C -1.33256 1.72643 -2.57630
63 C -2.04053 2.99381 -0.00133
64 C -2.40124 2.65164 1.44522
65 C -0.80734 3.90387 -0.03863
66 C -3.20760 3.69665 -0.69356
67 C -1.73089 -2.54132 2.09245
68 C -2.20661 -1.39970 2.99476
69 C -0.39704 -3.10286 2.59856
70 C -2.76279 -3.67007 2.05841
71 H -2.14424 -3.71350 -0.82925
72 H -0.40496 -3.85726 -0.40112
73 H -0.88581 -2.79928 -1.71081
74 H -6.22701 -3.11597 -0.31564
75 H -8.30585 -2.26312 -1.36368
76 H -8.35525 -0.02042 -2.40080
77 H -6.32667 1.40823 -2.39694
78 H -2.29540 2.00398 -3.00343
79 H -0.95888 0.82791 -3.06902
80 H -0.60567 2.52217 -2.73248
81 H -1.57896 2.13256 1.94434
82 H -3.29618 2.02731 1.49968
83 H -2.60113 3.57184 1.99960
84 H 0.07392 3.40311 0.36157
85 H -1.00349 4.79864 0.55747
86 H -0.58564 4.22916 -1.05696
87 H -4.12222 3.11146 -0.65489
88 H -2.98393 3.91746 -1.73829
89 H -3.38186 4.64951 -0.18673
90 H -1.51912 -0.54824 2.96878
91 H -2.26225 -1.75078 4.02785
92 H -3.19982 -1.05159 2.70521
93 H 0.35755 -2.32208 2.68135
94 H -0.00459 -3.87948 1.93965
95 H -0.54598 -3.54450 3.58645
96 H -3.71988 -3.33734 1.66609
97 H -2.90996 -4.03270 3.07895
98 H -2.41302 -4.51215 1.45962

* HOMO level: -9.992 eV
* total charge: +1
* energy above the lowest of the compared OMol25 structures with the same formula, charge and spin: 8.75 kJ/mol
* HOMO-LUMO gap: 6.72 eV

Summary of electronic energy in eV
-40081.2534, -21771.5418, -29572.3305, -143378.0581, -12269.2046, -86174.8891
(order as listed above)